<1>
Density functional theory data (ωB97M-V/def2-TZVPD) for an isolated molecule of C4H3ClN2.

SMILES string: Clc1ccncn1
HOMO level (eV): -9.8
Lowest unoccupied orbital energy (Eh): 0.0082
Total charge: 0
Gap between HOMO and LUMO (eV): 10.01

```
10
Properties=species:S:1:pos:R:3:mulliken_charge:R:1
H -0.53951 -2.89359 0.83937 0.3565
N -0.77147 0.76128 -0.27552 -0.4441
C -0.55445 -1.79397 0.58307 -0.1159
C 0.34419 0.39476 0.07318 0.5640
N -1.80383 -1.28554 0.23909 -0.5355
Cl 1.64940 1.26853 -0.45630 -0.1689
H -2.76285 0.23027 -0.46828 0.4392
C 0.64686 -0.89891 0.70584 -0.5422
C -1.80832 -0.04519 -0.27303 -0.0546
H 1.51991 -1.17201 1.10652 0.5015
```



<2>
Density functional theory data (ωB97M-V/def2-TZVPD) for an isolated molecule of C4H3ClN2.

SMILES string: Clc1ccnnc1
HOMO level (eV): -9.2
Lowest unoccupied orbital energy (Eh): 0.0074
Total charge: 0
Gap between HOMO and LUMO (eV): 9.39

```
10
Properties=species:S:1:pos:R:3:mulliken_charge:R:1
C -0.18134 -0.67751 -0.72652 -0.1873
Cl -2.39324 0.97335 -0.86082 -0.1780
H -0.92636 -1.37781 -1.35930 0.1931
N 0.95772 0.76333 1.22212 -0.3093
C -0.88087 0.40309 -0.29873 0.5160
H -0.54478 2.18541 0.81872 0.4647
H 1.70044 -1.95347 -0.34183 0.3915
C -0.17371 1.22783 0.60544 -0.3031
C 1.01453 -1.13336 -0.07474 -0.2090
N 1.42760 -0.41087 1.01567 -0.3786
```



Which of them is most stable? Easy: <1>.



<1>
Density functional theory data (ωB97M-V/def2-TZVPD) for the ion CH5N2S with charge +1.

SMILES string: N/C=[NH+]/S
HOMO level (eV): -14.6
Lowest unoccupied orbital energy (Eh): -0.1617
Total charge: +1
Gap between HOMO and LUMO (eV): 10.22

```
9
Properties=species:S:1:pos:R:3:mulliken_charge:R:1
N -0.25178 1.57900 0.19799 -0.2677
N 0.16449 -0.66641 0.44639 -0.3667
H -0.24952 2.41024 -0.36116 0.2555
C -0.12879 0.37138 -0.31027 0.3710
H -0.32157 1.40460 1.15748 0.2191
H 0.97064 -2.16565 -0.94060 0.1979
H 0.22404 -0.60579 1.44329 0.2894
H -0.38738 0.02965 -1.54234 0.2853
S -0.02013 -2.35701 -0.09078 0.0163
```



<2>
Density functional theory data (ωB97M-V/def2-TZVPD) for a cluster of 2 separate species, CH5N2S in total.

HOMO level (eV): -13.5
Lowest unoccupied orbital energy (Eh): -0.1561
Total charge: +1
Gap between HOMO and LUMO (eV): 9.25

```
9
Properties=species:S:1:pos:R:3:mulliken_charge:R:1
C 0.49168 -0.00228 0.06911 -0.1064
N 0.20233 1.41471 0.35739 -0.5473
H 1.23014 2.28581 -0.06786 0.3683
H -0.81290 -1.04274 -1.39702 0.3773
H -0.88428 -1.76774 0.13812 0.4397
S 0.47602 0.49154 1.79143 0.0630
N -0.64523 -0.80723 -0.40080 -0.4498
H -1.59777 -0.35014 -0.19947 0.4474
H 1.54003 -0.22194 -0.29090 0.4078
```



Which of them is most stable? Easy: <1>.



<1>
Density functional theory data (ωB97M-V/def2-TZVPD) for an isolated molecule of C7H14N2O3.

SMILES string: CO[C@]1(C)CN(N=O)C[C@H](C)O1
HOMO level (eV): -9.1
Lowest unoccupied orbital energy (Eh): 0.0217
Total charge: 0
Gap between HOMO and LUMO (eV): 9.72

```
26
Properties=species:S:1:pos:R:3:mulliken_charge:R:1
C 1.39717 -0.37075 0.84442 -0.9878
C -0.90188 1.27741 -2.28547 -1.6338
H 1.46260 -0.35696 -2.62979 0.4042
C 1.28449 0.23557 -1.60626 -0.6873
H -0.62915 -0.64091 -1.52442 0.1699
H 1.62297 -1.12527 1.55250 0.4261
H -1.81633 -1.35257 0.33305 0.4027
H -2.09007 1.39030 1.62747 0.3095
N 1.87378 -0.61380 -0.52481 0.7298
H 1.63694 1.28330 -1.50437 0.3077
H -1.96746 1.19907 -2.22515 0.4229
H -2.42794 0.01904 2.85948 0.2399
N 2.86408 -1.52608 -0.80187 -0.3894
H -0.71778 2.32265 -2.25864 0.3785
H -0.73982 -2.07211 1.74448 0.3741
H -0.26151 -2.12330 -0.01127 0.3528
C -1.74501 0.84726 2.51608 -0.6924
O 3.76348 -1.71562 0.05721 -0.4126
C -0.27330 0.39028 -1.34381 0.6178
C -0.83069 -1.46451 0.77759 -1.5335
O -0.40380 0.35492 2.25616 -0.4004
C -0.13673 -0.05284 0.96029 1.1546
O -0.50913 0.92164 -0.03830 -0.4354
H -0.61458 0.92034 -3.34901 0.3359
H 1.91614 0.63217 1.16831 0.3141
H -1.75647 1.62079 3.40613 0.2319
```



<2>
Density functional theory data (ωB97M-V/def2-TZVPD) for an isolated molecule of C7H14N2O3.

SMILES string: CC(=O)C(C(C)=O)[C@](C)(O)NN
HOMO level (eV): -8.8
Lowest unoccupied orbital energy (Eh): 0.0231
Total charge: 0
Gap between HOMO and LUMO (eV): 9.46

```
26
Properties=species:S:1:pos:R:3:mulliken_charge:R:1
C -0.27768 -0.41115 -1.89083 0.2994
H 1.64979 -1.19182 -2.01951 0.3629
C -1.50866 -2.19197 1.17062 -1.2872
C -1.64373 -1.08170 0.23127 0.3421
O -1.21955 1.96117 -0.29585 -0.5971
H -1.80969 1.46183 -0.94028 0.4854
N 1.02979 1.55558 -0.54723 -0.2334
H 1.67067 2.59503 1.03418 0.3217
H 0.84355 0.90993 2.16368 0.2952
H 0.33110 -2.40514 -2.60098 0.2978
C -0.30679 -0.45799 -0.34677 0.1004
H -1.15377 -1.92837 2.09377 0.3406
H 0.80717 -1.00208 -3.62304 0.3670
H 0.89574 3.42611 -0.18683 0.3192
C 0.69522 -1.33606 -2.54226 -1.2950
O -1.13285 0.27432 -2.49147 -0.5769
N 1.57289 2.77827 -0.01019 -0.7707
H -0.88742 -3.06069 0.77715 0.3050
H -0.96296 0.62534 2.22179 0.2579
O -2.65664 -0.55934 -0.03864 -0.4933
C -0.15014 1.20433 1.65481 -1.8863
H 0.61059 -0.90178 0.00185 0.7490
H -2.56292 -2.63119 1.31542 0.3716
C -0.19797 1.13766 0.10812 1.1161
H 0.85348 1.72711 -1.49210 0.2855
H -0.18907 2.29985 1.88889 0.5231
```



Which of them is most stable? Easy: <2>.



<1>
Density functional theory data (ωB97M-V/def2-TZVPD) for an isolated molecule of C5H8N4.

SMILES string: [H]/N=C\N1N/C(=N/[H])CC1=C
HOMO level (eV): -9.1
Lowest unoccupied orbital energy (Eh): 0.0238
Total charge: 0
Gap between HOMO and LUMO (eV): 9.76

```
17
Properties=species:S:1:pos:R:3:mulliken_charge:R:1
C 1.28079 1.53760 -0.58965 -0.6403
C -0.82226 0.80231 0.77435 -0.3662
H -1.50670 -1.78528 -1.14590 0.3195
H 2.60982 0.04544 0.23975 0.3458
H 1.56896 2.64893 -0.45340 0.2338
H 1.09486 -2.54987 0.20511 0.4112
C 0.27887 0.78491 -0.34951 0.0063
H -1.31019 1.93075 1.07160 0.3615
N -2.94372 -0.34954 -0.25176 -0.8221
N 0.43132 -0.67322 -0.62635 -0.0205
N 2.39587 -1.01568 0.43553 -0.7235
N -0.91796 -1.26000 -0.38864 -0.3435
C 1.25369 -1.48398 0.10498 0.0658
H 2.25138 1.21448 -1.12498 0.3122
H -3.43957 0.27301 0.36444 0.2470
H -0.50884 0.21002 1.69655 0.2253
C -1.71634 -0.32987 0.03788 0.3879
```



<2>
Density functional theory data (ωB97M-V/def2-TZVPD) for an isolated molecule of C5H8N4.

SMILES string: C1=NN2CCN=C2NC1
HOMO level (eV): -8.4
Lowest unoccupied orbital energy (Eh): 0.0320
Total charge: 0
Gap between HOMO and LUMO (eV): 9.27

```
17
Properties=species:S:1:pos:R:3:mulliken_charge:R:1
N -0.24452 -0.71115 0.25368 0.3802
H -3.09726 0.13729 -0.51985 0.3769
H -1.78695 -1.83987 0.53077 0.3512
C -1.49515 -1.11525 -0.14518 -0.4548
C -2.27195 0.18397 0.12765 -0.4827
H 2.83003 -1.26105 -0.55719 0.3486
N -1.32048 1.29372 -0.21244 -0.6097
H -1.51865 -1.32333 -1.23790 0.3364
H 1.92980 0.69596 1.38959 0.2409
C -0.19793 0.68931 0.02248 0.1636
N 0.81431 -1.45972 -0.22852 -0.7918
C 1.94050 -0.83213 -0.09692 -0.0675
N 0.96242 1.28634 -0.40304 -0.3186
H 3.04449 0.95228 0.00350 0.3101
H -2.63673 0.42096 1.17711 0.2427
H 1.00457 2.34342 -0.42200 0.3112
C 2.04349 0.53924 0.31824 -0.3368
```



Which of them is most stable? Easy: <2>.



<1>
Density functional theory data (ωB97M-V/def2-TZVPD) for an isolated molecule of C4H4O4.

SMILES string: O=C[C@H]1COC(=O)O1
HOMO level (eV): -10.7
Lowest unoccupied orbital energy (Eh): -0.0216
Total charge: 0
Gap between HOMO and LUMO (eV): 10.06

```
12
Properties=species:S:1:pos:R:3:mulliken_charge:R:1
H -1.74424 0.21231 -0.69107 0.2821
H 1.69399 1.10497 -2.12944 0.2952
C -1.05153 -0.00237 0.41691 -0.4420
H -0.06281 1.67027 0.49275 0.2490
O 1.15468 -0.02266 0.85428 -0.3359
O -0.44358 0.47338 -2.28302 -0.4752
C 0.26300 0.63281 0.08276 0.2932
C 0.64153 -1.38688 1.08593 0.6300
C 0.60219 0.83662 -1.50875 0.0246
O 1.34512 -2.22026 1.74728 -0.5412
O -0.62965 -1.43679 0.68794 -0.3058
H -1.76871 0.13861 1.24443 0.3259
```



<2>
Density functional theory data (ωB97M-V/def2-TZVPD) for a structure of composition C4H4O4.

HOMO level (eV): -11.2
Lowest unoccupied orbital energy (Eh): -0.0540
Total charge: 0
Gap between HOMO and LUMO (eV): 9.74

```
12
Properties=species:S:1:pos:R:3:mulliken_charge:R:1
C 0.20116 -0.63918 -0.05154 -0.0459
H 1.23357 -1.03509 -0.47414 0.2421
H -1.48172 0.53856 1.03853 0.0270
O 1.93209 1.39079 0.25096 -0.4927
O -0.06933 -2.07821 -1.77981 -0.5148
O 0.54512 2.77217 1.41987 -0.5124
C -0.18307 0.51100 0.59245 0.0391
C 0.71149 1.71195 0.81509 0.3696
H 2.07301 0.66928 -0.49301 0.3868
H -2.15801 -0.94821 0.18107 0.2565
C -0.71150 -1.43561 -0.91958 0.6379
O -2.09282 -1.45745 -0.57988 -0.3935
```



Which of them is most stable? Easy: <2>.